Arrangement w

The following is a DFT calculation (the ωB97M-V functional and the def2-TZVPD basis) of a single C5H10N2 molecule.

CARTESIAN COORDINATES (ANGSTROEM)
C -1.9131 -0.2823 -0.2353
C -0.9705 0.5044 -1.1148
N 0.5438 0.3390 -0.8524
C 1.1092 -0.6947 -1.4407
N 1.4568 -1.8234 -1.7000
C 1.1740 0.7495 0.3394
C 1.0765 -0.1762 1.6020
H -2.9436 -0.2956 -0.5459
H -1.6654 -1.3053 -0.2855
H -1.6894 0.0032 0.8389
H -1.1764 0.1947 -2.1420
H -1.2621 1.5578 -0.7887
H 0.8609 1.8236 0.5423
H 2.2838 0.8256 0.0411
H 1.2029 -1.3397 1.2735
H -0.0507 -0.1394 2.0304
H 1.9632 0.0588 2.4377

## Properties
SMILES string: CCN(C#N)CC
E_HOMO: -9.144 eV
orbital gap: 9.98 eV
LUMO energy: 0.836 eV



Arrangement x

The following is a DFT calculation (the ωB97M-V functional and the def2-TZVPD basis) of a single C5H10N2 molecule.

CARTESIAN COORDINATES (ANGSTROEM)
C 2.8723 1.2791 -2.0690
N 1.6545 0.8860 -1.8126
C 1.3764 -0.0217 -0.5997
C 0.0900 -0.0057 -0.2860
C -0.2518 -0.2710 1.0803
C -1.6962 -0.8404 1.3178
N -2.6994 -0.6702 0.2226
H 3.7002 1.1833 -1.3309
H 3.1224 1.8922 -2.8714
H 2.1306 -0.6218 -0.1378
H -0.5937 0.7063 -0.8087
H -0.1498 0.6540 1.7706
H 0.5766 -1.0332 1.3954
H -1.9851 -0.2894 2.2602
H -1.5635 -1.9011 1.3086
H -3.5195 -1.1697 0.5332
H -3.0641 0.2233 0.0275

## Properties
SMILES string: C=N/C=C/CCN
E_HOMO: -8.793 eV
orbital gap: 9.68 eV
LUMO energy: 0.885 eV



Of them, arrangement w has the highest stability.



Arrangement w

The following is a DFT calculation (the ωB97M-V functional and the def2-TZVPD basis) of a single C5H10N2 molecule.

CARTESIAN COORDINATES (ANGSTROEM)
C 1.8347 1.5586 1.2997
N 1.0514 0.5965 1.0934
C 0.8548 -0.2526 -0.0302
C 1.6017 -1.3145 -0.2906
C -0.2745 0.2462 -0.9038
C -1.6171 0.2601 -0.1995
N -2.0165 -1.1078 0.1584
H 2.8299 1.4195 1.7640
H 1.5121 2.6108 1.2074
H 1.5694 -1.6697 -1.3146
H 1.9760 -1.9837 0.4717
H -0.3536 -0.4320 -1.7624
H 0.0244 1.2313 -1.2684
H -2.3066 0.7945 -0.8656
H -1.5699 0.7781 0.7550
H -2.1673 -1.6779 -0.6709
H -2.9490 -1.0573 0.5563

## Properties
SMILES string: C=NC(=C)CCN
E_HOMO: -7.941 eV
orbital gap: 8.29 eV
LUMO energy: 0.352 eV



Arrangement x

The following is a DFT calculation (the ωB97M-V functional and the def2-TZVPD basis) of a molecular structure, C5H10N2.

CARTESIAN COORDINATES (ANGSTROEM)
C 0.7362 -1.3341 0.1481
C 1.0528 -0.0545 0.3682
C 2.0893 0.9920 0.1611
C -1.7681 -1.5669 0.5339
C -0.7806 1.2369 -0.8212
N -0.6312 -0.9738 -0.0290
N -0.3384 0.4143 0.2900
H 1.3566 -2.1744 0.1232
H 2.3868 1.2637 -0.8182
H 1.6293 1.9328 0.5714
H 3.0256 0.7196 0.7363
H -1.7732 -2.6073 0.1878
H -1.8181 -1.4949 1.6487
H -2.6596 -0.8759 0.1523
H -0.3288 0.7907 -1.7857
H -1.8938 1.4590 -0.8227
H -0.2848 2.2729 -0.6443

## Properties
E_HOMO: -7.947 eV
orbital gap: 9.03 eV
LUMO energy: 1.079 eV



Of them, arrangement w has the highest stability.



Arrangement w

The following is a DFT calculation (the ωB97M-V functional and the def2-TZVPD basis) of 2 unconnected molecules or ions with the total composition C4H5NO.

CARTESIAN COORDINATES (ANGSTROEM)
C -0.3001 2.0350 -1.5752
C -0.6069 1.0177 -1.0113
C -0.9702 -0.2312 -0.3305
N 0.1595 -1.0571 0.0327
C 1.3216 -1.1094 -0.2951
O 2.4611 -1.2634 -0.5236
H -0.0256 2.9390 -2.0739
H -1.6376 -0.8167 -0.9725
H -1.5269 -0.0049 0.5840
H 0.6011 -0.6822 3.4454
H 0.5240 -0.8268 2.7200

## Properties
SMILES string: C#CCN=C=O.[H][H]
E_HOMO: -10.358 eV
orbital gap: 11.14 eV
LUMO energy: 0.781 eV



Arrangement x

The following is a DFT calculation (the ωB97M-V functional and the def2-TZVPD basis) of a single C4H5NO molecule.

CARTESIAN COORDINATES (ANGSTROEM)
O 1.8014 -0.2348 -0.3724
C 0.9634 0.6167 0.7384
C 0.4957 -0.7769 0.6844
C -0.7955 -0.8827 0.0727
C -1.1152 0.4008 -0.2889
N -0.0985 1.2521 0.0029
H 1.3148 -0.1645 -1.2125
H 1.0038 -1.5816 1.2027
H -1.3835 -1.7729 -0.1013
H -2.0326 0.7609 -0.7465
H -0.2159 2.2531 0.0231

## Properties
E_HOMO: -7.801 eV
orbital gap: 8.23 eV
LUMO energy: 0.426 eV



Arrangement y

The following is a DFT calculation (the ωB97M-V functional and the def2-TZVPD basis) of a single C4H5NO molecule.

CARTESIAN COORDINATES (ANGSTROEM)
C 1.9778 0.1403 -0.7069
C 0.9849 -0.4091 -0.0817
C -0.1321 -1.0079 0.2111
C -1.3307 -0.1905 0.4776
N -1.1773 1.1669 0.3343
O -2.3523 -0.7071 0.8883
H 1.8997 -0.8045 -1.3421
H 2.8065 0.6583 -0.2169
H -0.2067 -2.0806 0.3033
H -2.0327 1.6961 0.3781
H -0.4370 1.5380 -0.2449

## Properties
SMILES string: C=C=CC(N)=O
E_HOMO: -9.299 eV
orbital gap: 9.86 eV
LUMO energy: 0.564 eV



Of them, arrangement y has the highest stability.



Arrangement w

The following is a DFT calculation (the ωB97M-V functional and the def2-TZVPD basis) of a molecular structure, C10H10N2.

CARTESIAN COORDINATES (ANGSTROEM)
C -3.8522 0.2582 -0.5007
C -2.3506 -0.6446 1.1458
C -0.3894 -0.2299 0.3664
C -1.3632 0.2960 -0.5008
C 0.9883 -0.0296 0.1453
C 1.6818 1.0611 0.5023
C 3.1029 1.0737 0.5518
C 3.8551 -0.0497 -0.0505
C 3.0991 -1.0902 -0.3265
C 1.7384 -1.2220 -0.2383
H -4.2075 -0.5439 -0.6647
H -3.7450 0.8566 -1.5374
H -4.5895 0.9975 -0.3481
H -3.0485 -0.9072 1.7266
H -1.5447 0.9417 -1.7194
H 0.8628 2.1352 0.9930
H 3.4593 2.0324 0.8214
H 5.1108 0.1280 0.0708
H 3.6385 -2.2018 -0.9863
H 1.2044 -2.0004 -0.8233
N -2.5559 0.0133 -0.0101
N -1.0952 -0.8745 1.3828

## Properties
E_HOMO: -8.470 eV
orbital gap: 9.18 eV
LUMO energy: 0.706 eV



Arrangement x

The following is a DFT calculation (the ωB97M-V functional and the def2-TZVPD basis) of 4 unconnected molecules or ions with the total composition C10H10N2.

CARTESIAN COORDINATES (ANGSTROEM)
C 1.3608 -1.9144 0.3965
C 0.6237 -0.5314 0.1194
C 1.6669 0.4536 0.0506
C 1.2644 1.7740 0.0901
C -0.2176 2.0873 0.0290
C -1.1117 1.0168 0.2058
C -2.4688 1.2777 0.1877
C -3.0485 -0.8905 -0.0228
C -1.7616 -1.3536 -0.0918
C -0.7461 -0.3613 0.1023
H 2.7944 -1.8072 -0.3120
H 1.4108 -1.9475 1.9371
H 0.2219 -2.8638 -0.6042
H 3.6107 0.9285 -0.3366
H 3.1801 -0.5182 -1.1240
H 1.8525 2.6529 0.1946
H -0.1567 3.2229 -0.2593
H -2.7548 2.3536 0.3810
H -3.8499 -1.5578 -0.4025
H -1.5544 -2.4498 -0.3536
N 3.1090 0.0467 -0.1246
N -3.4251 0.3814 -0.0627

## Properties
E_HOMO: -7.934 eV
orbital gap: 7.67 eV
LUMO energy: -0.268 eV



Of them, arrangement w has the highest stability.